1.
The following is a DFT calculation (ωB97M-V with the def2-TZVPD basis set) of 2 unconnected molecules or ions with the total composition C2H7OS.

```
! wB97M-V def2-TZVPD RIJCOSX def2/J DEFGRID3
* xyz 0 2
S -1.474 2.204 -0.732
H -1.233 3.386 -0.172
C -0.212 -0.738 0.397
O 0.074 0.402 1.177
C 0.996 -1.030 -0.517
H -1.155 -0.703 -0.164
H -0.316 -1.555 1.119
H -0.465 1.187 0.992
H 1.031 -0.264 -1.284
H 0.884 -2.036 -0.920
H 1.869 -0.853 0.104
*
```

Output
Molar mass: 79.144 g mol⁻¹
E_HOMO (spin up / spin down): -10.01 / -9.95 eV
<S²>: 0.753
Orbital gap (spin up / spin down): 10.73 / 7.02 eV
Energy relative to the best compared isomer or geometry (same formula, charge and spin): 64.7 kJ/mol

The computed Löwdin charges, all in e, follow: atom 1 (S): 0.504, atom 2 (H): -0.261, atom 3 (C): -0.363, atom 4 (O): -0.145, atom 5 (C): -0.081, atom 6 (H): 0.087, atom 7 (H): 0.105, atom 8 (H): -0.049, atom 9 (H): 0.060, atom 10 (H): 0.072, atom 11 (H): 0.071



2.
The following is a DFT calculation (ωB97M-V with the def2-TZVPD basis set) of 3 unconnected molecules or ions with the total composition C2H7OS2.

```
! wB97M-V def2-TZVPD RIJCOSX def2/J DEFGRID3
* xyz -1 1
C 1.428 0.971 -0.085
O 2.039 1.079 0.949
H 1.975 0.606 -0.975
H 0.607 2.924 4.510
H 0.367 1.237 -0.186
C -0.755 -1.393 -1.836
S -1.292 -0.964 -0.198
S -2.800 -2.308 0.234
H -0.472 -2.450 -1.877
H -1.445 -1.234 -2.674
H 0.141 -0.810 -2.090
H 0.208 2.343 4.227
*
```

Output
Molar mass: 111.211 g mol⁻¹
E_HOMO: -2.25 eV
Orbital gap: 5.79 eV
Energy relative to the best compared isomer or geometry (same formula, charge and spin): 180.1 kJ/mol

The computed Löwdin charges, all in e, follow: atom 1 (C): -0.186, atom 2 (O): -0.041, atom 3 (H): 0.072, atom 4 (H): -0.001, atom 5 (H): 0.038, atom 6 (C): -0.602, atom 7 (S): 0.048, atom 8 (S): -0.356, atom 9 (H): 0.010, atom 10 (H): 0.017, atom 11 (H): -0.006, atom 12 (H): 0.007



3.
The following is a DFT calculation (ωB97M-V with the def2-TZVPD basis set) of 3 unconnected molecules or ions with the total composition C2H7OS2.

```
! wB97M-V def2-TZVPD RIJCOSX def2/J DEFGRID3
* xyz -1 1
C 2.960 -0.306 0.381
O 3.874 -1.072 0.559
H 3.126 0.616 -0.224
H 1.116 3.223 0.699
H 1.926 -0.435 0.765
C -2.807 -0.745 -0.784
S -0.999 -0.441 -0.686
S -0.530 -1.072 1.243
H -3.319 0.206 -0.960
H -3.055 -1.445 -1.568
H -3.065 -1.148 0.186
H 0.773 2.620 0.389
*
```

Output
Molar mass: 111.211 g mol⁻¹
E_HOMO: -2.34 eV
Orbital gap: 6.05 eV
Energy relative to the best compared isomer or geometry (same formula, charge and spin): 167.9 kJ/mol

The computed Löwdin charges, all in e, follow: atom 1 (C): -0.166, atom 2 (O): -0.049, atom 3 (H): 0.066, atom 4 (H): 0.011, atom 5 (H): -0.033, atom 6 (C): -0.549, atom 7 (S): 0.046, atom 8 (S): -0.303, atom 9 (H): 0.001, atom 10 (H): -0.005, atom 11 (H): -0.026, atom 12 (H): 0.007



4.
The following is a DFT calculation (ωB97M-V with the def2-TZVPD basis set) of 2 unconnected molecules or ions with the total composition C2H7OS2.

```
! wB97M-V def2-TZVPD RIJCOSX def2/J DEFGRID3
* xyz -1 1
C -0.528 0.696 -0.739
O -0.093 -0.543 -1.071
C -1.832 0.704 0.073
H -0.689 1.353 -1.623
H 0.205 1.250 -0.100
H -2.176 1.733 0.274
H -1.690 0.203 1.033
H -2.639 0.179 -0.450
S 3.045 -2.302 0.745
S 2.515 -0.381 0.152
H 2.711 -2.217 2.043
H 1.171 -0.676 -0.337
*
```

Output
Molar mass: 111.211 g mol⁻¹
E_HOMO: -3.42 eV
Orbital gap: 6.81 eV
Energy relative to the best compared isomer or geometry (same formula, charge and spin): 98.5 kJ/mol

The computed Löwdin charges, all in e, follow: atom 1 (C): -0.557, atom 2 (O): -0.368, atom 3 (C): -0.140, atom 4 (H): 0.082, atom 5 (H): 0.065, atom 6 (H): 0.050, atom 7 (H): 0.054, atom 8 (H): 0.052, atom 9 (S): 0.104, atom 10 (S): 0.089, atom 11 (H): -0.252, atom 12 (H): -0.179



5.
The following is a DFT calculation (ωB97M-V with the def2-TZVPD basis set) of a single C2H7P molecule.

```
! wB97M-V def2-TZVPD RIJCOSX def2/J DEFGRID3
* xyz 0 1
C 0.035 -0.728 -0.625
C -0.018 -0.209 0.754
P -0.313 1.609 0.678
H -0.760 -0.442 -1.141
H 0.937 -0.401 -1.184
H 0.003 -1.872 -0.508
H 1.025 -0.312 1.075
H -0.618 -0.648 1.508
H -1.119 1.466 -0.482
H 0.828 1.537 -0.075
*
```

Output
Structure (SMILES): CCP
Molar mass: 62.052 g mol⁻¹
E_HOMO: -9.46 eV
Orbital gap: 10.57 eV
Energy relative to the best compared isomer or geometry (same formula, charge and spin): 106.9 kJ/mol

The computed Löwdin charges, all in e, follow: atom 1 (C): -0.234, atom 2 (C): -0.600, atom 3 (P): 0.781, atom 4 (H): -0.013, atom 5 (H): 0.087, atom 6 (H): 0.104, atom 7 (H): 0.066, atom 8 (H): 0.043, atom 9 (H): -0.107, atom 10 (H): -0.127



6.
The following is a DFT calculation (ωB97M-V with the def2-TZVPD basis set) of 2 unconnected molecules or ions with the total composition C2H7PSi.

```
! wB97M-V def2-TZVPD RIJCOSX def2/J DEFGRID3
* xyz 0 1
C 1.310 0.793 -0.638
C 0.753 -1.239 0.158
Si -0.991 -0.982 -0.548
P 1.615 2.186 0.198
H 1.253 0.645 -1.683
H 0.935 -1.102 1.237
H 1.622 -1.638 -0.294
H -1.547 -0.109 0.612
H -1.810 -2.181 -1.036
H -0.829 -0.136 -1.736
H 1.746 3.016 -0.973
*
```

Output
Molar mass: 90.138 g mol⁻¹
E_HOMO: -9.33 eV
Orbital gap: 9.57 eV
Energy relative to the best compared isomer or geometry (same formula, charge and spin): 208.9 kJ/mol

The computed Löwdin charges, all in e, follow: atom 1 (C): -0.554, atom 2 (C): -0.240, atom 3 (Si): 0.540, atom 4 (P): 0.706, atom 5 (H): -0.056, atom 6 (H): 0.008, atom 7 (H): -0.026, atom 8 (H): -0.047, atom 9 (H): -0.088, atom 10 (H): -0.094, atom 11 (H): -0.148



7.
The following is a DFT calculation (ωB97M-V with the def2-TZVPD basis set) of 2 unconnected molecules or ions with the total composition C2H7S2.

```
! wB97M-V def2-TZVPD RIJCOSX def2/J DEFGRID3
* xyz -1 1
S -0.923 -1.246 2.851
H -0.627 -0.904 1.595
C 1.479 0.300 -0.056
S 0.537 0.618 -1.566
C -1.107 0.194 -0.988
H 2.351 0.946 0.009
H 1.802 -0.737 -0.010
H 0.848 0.500 0.816
H -1.795 0.538 -1.762
H -1.211 -0.882 -0.842
H -1.353 0.674 -0.046
*
```

Output
Molar mass: 95.212 g mol⁻¹
E_HOMO: -2.64 eV
Orbital gap: 5.81 eV
Energy relative to the best compared isomer or geometry (same formula, charge and spin): 34.0 kJ/mol

The computed Löwdin charges, all in e, follow: atom 1 (S): -0.344, atom 2 (H): -0.560, atom 3 (C): -0.443, atom 4 (S): 0.680, atom 5 (C): -0.466, atom 6 (H): 0.018, atom 7 (H): 0.030, atom 8 (H): 0.008, atom 9 (H): 0.017, atom 10 (H): 0.033, atom 11 (H): 0.027



8.
The following is a DFT calculation (ωB97M-V with the def2-TZVPD basis set) of 2 unconnected molecules or ions with the total composition C2H8.

```
! wB97M-V def2-TZVPD RIJCOSX def2/J DEFGRID3
* xyz 0 1
C -2.423 -0.683 1.007
H -2.148 -1.566 0.412
H -1.604 0.051 0.974
H -2.602 -0.985 2.050
H -3.337 -0.232 0.595
C 2.423 0.683 -1.007
H 1.491 1.102 -0.598
H 2.489 -0.384 -0.750
H 3.284 1.218 -0.581
H 2.426 0.797 -2.101
*
```

Output
Structure (SMILES): C.C
Molar mass: 32.086 g mol⁻¹
E_HOMO: -13.33 eV
Orbital gap: 14.36 eV
Energy relative to the best compared isomer or geometry (same formula, charge and spin): 1.1 kJ/mol

The computed Löwdin charges, all in e, follow: atom 1 (C): -0.059, atom 2 (H): 0.016, atom 3 (H): 0.011, atom 4 (H): 0.016, atom 5 (H): 0.016, atom 6 (C): -0.059, atom 7 (H): 0.012, atom 8 (H): 0.016, atom 9 (H): 0.016, atom 10 (H): 0.016



9.
The following is a DFT calculation (ωB97M-V with the def2-TZVPD basis set) of 2 unconnected molecules or ions with the total composition C2H8.

```
! wB97M-V def2-TZVPD RIJCOSX def2/J DEFGRID3
* xyz 0 1
C 1.192 -2.437 -2.066
H 1.026 -3.502 -2.280
H 0.962 -2.487 -1.005
H 2.285 -2.337 -2.058
H 0.861 -1.740 -2.810
C -1.243 2.515 2.083
H -1.475 1.592 2.610
H -0.425 2.244 1.419
H -2.077 2.750 1.422
H -1.107 3.402 2.685
*
```

Output
Structure (SMILES): C.C
Molar mass: 32.086 g mol⁻¹
E_HOMO: -12.62 eV
Orbital gap: 13.68 eV
Energy relative to the best compared isomer or geometry (same formula, charge and spin): 41.7 kJ/mol

The computed Löwdin charges, all in e, follow: atom 1 (C): -0.056, atom 2 (H): 0.017, atom 3 (H): 0.015, atom 4 (H): 0.013, atom 5 (H): 0.011, atom 6 (C): -0.052, atom 7 (H): 0.014, atom 8 (H): 0.014, atom 9 (H): 0.012, atom 10 (H): 0.012



10.
The following is a DFT calculation (ωB97M-V with the def2-TZVPD basis set) of a molecular structure, C2H8BrMnO2.

```
! wB97M-V def2-TZVPD RIJCOSX def2/J DEFGRID3
* xyz 2 7
Mn 6.127 15.976 1.977
Br 5.385 18.350 1.325
C 3.443 22.435 0.498
O 3.793 21.172 -0.053
H 2.889 23.031 -0.228
H 2.969 22.385 1.478
H 4.387 22.952 0.668
H 4.262 20.613 0.570
C 7.532 19.379 -1.776
O 6.517 20.284 -1.673
H 7.873 19.077 -0.786
H 7.189 18.501 -2.323
H 8.371 19.890 -2.248
H 5.818 19.912 -1.130
*
```

Output
Molar mass: 198.926 g mol⁻¹
E_HOMO (spin up / spin down): -18.64 / -16.27 eV
<S²>: 12.013
Orbital gap (spin up / spin down): 7.52 / 3.80 eV
Energy relative to the best compared isomer or geometry (same formula, charge and spin): 0.0 kJ/mol

The computed Löwdin charges, all in e, follow: atom 1 (Mn): 1.175, atom 2 (Br): 0.057, atom 3 (C): -0.013, atom 4 (O): 0.053, atom 5 (H): 0.119, atom 6 (H): 0.125, atom 7 (H): 0.130, atom 8 (H): -0.002, atom 9 (C): -0.098, atom 10 (O): 0.072, atom 11 (H): 0.093, atom 12 (H): 0.127, atom 13 (H): 0.119, atom 14 (H): 0.044



no.,calculated total energy (eV)
1,-15068.244
2,-25905.028
3,-25905.155
4,-25905.874
5,-11474.855
6,-19349.139
7,-23858.863
8,-2203.622
9,-2203.202
10,-107638.858